# 1
The following is a DFT calculation (ωB97M-V with the def2-TZVPD basis set) of C39H100BF4N8O15Zn as an isolated structure in a non-equilibrium geometry.

Computed properties:
highest occupied orbital energy	-9.69	eV
charge	+1
frontier orbital gap	6.796	eV
LUMO energy	-2.893	eV
energy relative to the best compared isomer or geometry (same formula, charge and spin)	1.8674	eV

Cartesian coordinates (Å):
Zn -26.061 -17.735 27.366
B -23.504 -16.654 25.706
F -23.975 -17.101 24.466
F -22.527 -17.556 25.988
F -22.943 -15.413 25.556
F -24.458 -16.677 26.722
C -19.604 -15.335 24.865
O -18.564 -15.181 24.238
N -20.114 -16.486 25.217
N -20.457 -14.363 24.903
H -19.727 -17.371 24.921
H -21.070 -16.523 25.540
H -20.046 -13.573 24.425
H -21.385 -14.392 25.300
C -21.809 -19.388 23.723
O -21.953 -20.519 22.979
C -20.847 -20.720 22.068
C -20.944 -22.127 21.426
N -21.779 -22.167 20.223
C -21.810 -23.564 19.680
C -23.042 -23.741 18.736
O -24.237 -23.600 19.557
C -25.471 -23.225 18.915
H -20.813 -19.060 24.023
H -22.373 -19.648 24.618
H -22.147 -18.447 23.288
H -19.892 -20.716 22.593
H -20.893 -19.914 21.336
H -21.304 -22.767 22.232
H -19.942 -22.527 21.274
H -22.721 -22.227 20.582
H -21.985 -24.243 20.515
H -20.954 -23.997 19.162
H -23.011 -24.693 18.208
H -23.102 -22.986 17.952
H -26.074 -22.802 19.718
H -26.040 -24.019 18.433
H -25.322 -22.458 18.155
C -27.255 -12.049 27.627
O -25.894 -12.315 27.827
C -24.836 -11.590 27.077
C -23.458 -12.309 27.207
N -22.895 -12.202 28.586
C -21.877 -13.159 28.815
C -20.445 -12.706 28.300
O -19.628 -13.915 28.409
C -18.327 -13.753 27.921
H -27.409 -11.017 27.944
H -27.795 -12.709 28.306
H -27.608 -12.231 26.612
H -24.612 -10.597 27.465
H -24.939 -11.360 26.016
H -22.797 -11.872 26.459
H -23.773 -13.310 26.912
H -23.632 -12.373 29.256
H -22.023 -14.115 28.312
H -21.701 -13.398 29.864
H -20.013 -11.949 28.954
H -20.397 -12.391 27.258
H -17.906 -12.830 28.319
H -18.253 -13.870 26.840
H -17.672 -14.505 28.361
C -24.081 -18.610 29.804
O -24.802 -18.649 28.566
C -24.113 -19.624 27.770
C -24.974 -20.065 26.479
N -25.687 -18.972 25.847
C -26.872 -19.453 25.125
C -26.603 -20.243 23.821
O -25.278 -20.027 23.363
C -25.024 -20.398 22.058
H -24.150 -19.530 30.384
H -24.637 -17.971 30.491
H -23.095 -18.146 29.785
H -23.897 -20.561 28.284
H -23.134 -19.292 27.425
H -25.707 -20.794 26.825
H -24.395 -20.639 25.756
H -25.136 -18.695 25.047
H -27.552 -18.608 25.007
H -27.377 -20.088 25.852
H -27.331 -19.963 23.060
H -26.714 -21.327 23.837
H -25.653 -19.940 21.295
H -24.846 -21.464 21.910
H -24.081 -19.861 21.956
C -26.836 -15.441 25.358
O -27.145 -16.502 26.249
C -28.556 -16.278 26.726
C -28.959 -17.573 27.488
N -27.883 -18.209 28.235
C -27.766 -17.741 29.608
C -27.143 -16.315 29.794
O -26.073 -16.170 28.842
C -25.326 -15.028 29.256
H -26.593 -14.487 25.827
H -27.664 -15.224 24.683
H -25.961 -15.698 24.762
H -29.259 -16.121 25.908
H -28.663 -15.400 27.363
H -29.175 -18.331 26.734
H -29.913 -17.478 28.006
H -28.321 -19.104 28.401
H -27.048 -18.406 30.087
H -28.766 -17.821 30.035
H -26.868 -16.171 30.839
H -27.979 -15.646 29.592
H -24.555 -15.454 29.898
H -25.921 -14.151 29.511
H -24.818 -14.703 28.348
C -24.135 -13.127 23.188
O -25.374 -12.472 23.174
C -26.009 -12.154 21.906
C -27.050 -11.037 22.204
N -26.498 -9.856 22.835
C -25.774 -9.050 21.842
C -25.137 -7.824 22.635
O -24.253 -8.139 23.711
C -23.326 -9.202 23.601
H -23.890 -13.339 24.229
H -23.356 -12.531 22.712
H -24.213 -14.125 22.759
H -26.527 -12.998 21.450
H -25.375 -11.777 21.103
H -27.827 -11.592 22.729
H -27.653 -10.679 21.370
H -25.955 -10.160 23.631
H -26.509 -8.667 21.134
H -25.154 -9.608 21.139
H -25.875 -7.036 22.782
H -24.642 -7.354 21.785
H -23.757 -10.054 23.076
H -23.082 -9.549 24.605
H -22.443 -8.876 23.051
C -14.323 -23.533 30.265
O -13.999 -22.918 29.037
C -15.125 -22.752 28.248
C -15.868 -21.494 28.782
N -17.052 -21.133 28.093
C -17.165 -19.664 27.894
C -18.608 -19.238 27.489
O -18.786 -17.906 27.963
C -20.162 -17.617 28.340
H -14.987 -23.043 30.978
H -13.420 -23.801 30.814
H -14.808 -24.495 30.098
H -15.785 -23.618 28.193
H -14.709 -22.559 27.259
H -15.113 -20.712 28.861
H -16.186 -21.530 29.824
H -17.911 -21.508 28.467
H -16.414 -19.468 27.129
H -16.881 -19.086 28.773
H -19.368 -19.948 27.816
H -18.715 -19.277 26.405
H -20.483 -18.271 29.151
H -20.811 -17.848 27.496
H -20.287 -16.559 28.571
C -22.833 -15.707 20.568
C -23.501 -17.082 20.546
O -24.581 -17.226 19.639
O -22.141 -15.376 19.336
H -22.171 -15.641 21.431
H -23.546 -14.890 20.454
H -23.877 -17.382 21.524
H -22.703 -17.737 20.198
H -24.841 -18.132 19.453
H -21.464 -16.049 19.238

***

# 2
The following is a DFT calculation (ωB97M-V with the def2-TZVPD basis set) of a 12-piece molecular cluster, C39H100BN14O19 overall in a non-equilibrium geometry.

Computed properties:
highest occupied orbital energy	-7.61	eV
charge	-1
frontier orbital gap	9.065	eV
LUMO energy	1.450	eV
energy relative to the best compared isomer or geometry (same formula, charge and spin)	8.3143	eV

Cartesian coordinates (Å):
O -0.908 -1.280 -4.101
C -0.744 -1.199 -2.881
O -1.661 -1.038 -1.982
B -1.011 -0.910 -0.682
O 0.449 -1.110 -0.969
C 0.568 -1.085 -2.261
O 1.651 -1.178 -2.905
O -1.566 -1.845 0.332
C -1.962 -1.161 1.377
O -2.364 -1.629 2.497
C -1.597 0.315 1.068
O -1.244 0.416 -0.160
O -1.716 1.324 1.838
C 2.531 -7.872 -5.623
C 1.268 -8.695 -5.723
C -0.022 -7.859 -5.766
O -1.146 -8.751 -5.606
C -2.373 -8.166 -5.946
N 1.318 -9.572 -6.927
H 2.533 -7.244 -4.732
H 2.722 -7.280 -6.518
H 3.432 -8.436 -5.383
H 1.189 -9.329 -4.839
H 0.063 -7.395 -6.749
H 0.028 -7.229 -4.878
H -2.552 -7.145 -5.609
H -3.207 -8.716 -5.511
H -2.490 -8.212 -7.029
H 0.396 -9.543 -7.338
H 1.397 -10.533 -6.627
C 0.072 -6.140 14.727
C 0.332 -6.575 13.250
C 0.308 -5.476 12.196
O 0.675 -5.980 10.901
C 0.984 -5.025 9.896
N 1.667 -7.124 13.259
H 0.508 -5.192 15.042
H 0.403 -6.838 15.496
H -1.017 -6.175 14.762
H -0.357 -7.389 13.023
H 1.089 -4.734 12.362
H -0.618 -4.911 12.089
H 0.155 -4.319 9.924
H 1.166 -5.567 8.968
H 1.951 -4.629 10.207
H 2.235 -6.302 13.404
H 1.976 -7.423 12.345
C -7.068 8.377 3.530
C -7.525 8.406 2.083
C -6.544 9.148 1.173
O -7.093 9.299 -0.170
C -6.162 10.076 -0.984
N -7.568 7.009 1.862
H -7.782 7.840 4.154
H -6.977 9.398 3.903
H -6.106 7.921 3.762
H -8.489 8.905 1.985
H -5.511 8.802 1.195
H -6.414 10.158 1.564
H -6.028 11.053 -0.521
H -6.694 10.166 -1.931
H -5.177 9.667 -1.207
H -7.557 6.951 0.854
H -6.674 6.576 2.045
C 2.649 -0.492 -11.414
C 3.507 0.712 -10.952
C 2.563 1.925 -10.801
O 1.905 2.176 -12.053
C 1.190 3.430 -12.040
N 4.339 0.542 -9.749
H 1.979 -0.684 -10.576
H 3.329 -1.293 -11.702
H 1.961 -0.177 -12.199
H 4.187 0.910 -11.781
H 3.138 2.826 -10.585
H 1.847 1.822 -9.985
H 0.775 3.804 -12.976
H 1.744 4.351 -11.856
H 0.417 3.408 -11.272
H 4.772 1.448 -9.646
H 3.735 0.423 -8.948
C 4.124 4.117 -2.658
C 5.591 4.457 -2.412
C 6.483 3.191 -2.513
O 7.863 3.545 -2.494
C 8.785 2.503 -2.225
N 5.941 5.493 -3.361
H 3.746 3.300 -2.043
H 3.918 3.845 -3.693
H 3.505 5.006 -2.535
H 5.668 4.947 -1.442
H 6.261 2.733 -3.477
H 6.252 2.513 -1.691
H 8.616 1.721 -2.965
H 8.706 2.143 -1.199
H 9.827 2.816 -2.296
H 6.940 5.645 -3.371
H 5.911 5.097 -4.289
C -4.913 4.224 -4.714
C -6.262 4.567 -5.260
C -6.809 3.685 -6.313
O -5.879 3.699 -7.499
C -5.560 2.411 -7.937
N -7.100 4.711 -4.173
H -4.106 4.016 -5.417
H -5.105 3.342 -4.104
H -4.493 4.999 -4.073
H -6.150 5.531 -5.757
H -7.730 4.148 -6.666
H -7.134 2.723 -5.916
H -4.961 2.640 -8.818
H -6.413 1.897 -8.379
H -5.125 1.741 -7.195
H -8.015 4.916 -4.549
H -6.856 5.617 -3.799
C 2.180 -9.563 2.324
C 0.685 -9.856 2.595
C -0.390 -8.651 2.428
O -1.613 -9.085 2.928
C -1.783 -8.706 4.352
N 0.256 -10.820 1.615
H 2.429 -9.192 1.330
H 2.778 -10.470 2.412
H 2.616 -8.859 3.033
H 0.570 -10.210 3.620
H -0.619 -8.393 1.394
H 0.022 -7.722 2.821
H -1.228 -9.415 4.966
H -2.812 -8.848 4.682
H -1.445 -7.726 4.691
H 0.393 -11.761 1.956
H -0.738 -10.642 1.636
C -0.440 9.831 5.446
C -0.146 9.343 4.008
C 0.916 10.137 3.305
O 1.336 9.697 2.017
C 0.630 10.351 0.940
N 0.392 7.996 4.144
H -0.940 9.164 6.148
H -1.053 10.732 5.477
H 0.497 9.983 5.982
H -1.135 9.283 3.553
H 1.747 10.178 4.009
H 0.582 11.174 3.331
H -0.420 10.125 1.127
H 0.801 9.987 -0.073
H 0.728 11.436 0.972
H -0.395 7.372 4.254
H 0.628 7.743 3.195
C 5.263 -0.668 4.390
O 5.312 -1.680 3.786
N 5.995 -0.288 5.426
N 4.552 0.303 3.977
H 5.992 0.663 5.766
H 6.544 -1.007 5.875
H 3.988 0.057 3.176
H 4.609 1.242 4.344
C -7.150 -2.602 9.035
O -7.796 -2.722 10.060
N -6.992 -3.582 8.190
N -6.490 -1.565 8.652
H -6.540 -3.385 7.309
H -7.513 -4.443 8.273
H -5.966 -1.768 7.813
H -6.383 -0.687 9.139
C 8.997 -4.290 -0.734
O 9.853 -4.471 -1.554
N 9.051 -4.454 0.522
N 7.900 -3.869 -1.189
H 9.946 -4.424 0.990
H 8.178 -4.254 0.989
H 7.613 -3.846 -2.157
H 7.304 -3.543 -0.441

***

# 3
The following is a DFT calculation (ωB97M-V with the def2-TZVPD basis set) of C39H100CuN5O14 as an isolated structure in a non-equilibrium geometry.

Computed properties:
highest occupied orbital energy	-9.51	eV
charge	+1
frontier orbital gap	4.005	eV
<S²>	0.75
LUMO energy	-5.509	eV
spin multiplicity	2

Cartesian coordinates (Å):
Cu -9.125 -2.817 -1.507
C -1.670 -2.088 0.132
C -3.018 -1.548 0.567
C -3.011 0.024 0.557
O -4.108 -2.166 -0.071
H -1.549 -3.128 0.432
H -0.876 -1.634 0.725
H -1.421 -1.879 -0.909
H -3.109 -1.774 1.630
H -3.814 0.529 1.094
H -3.022 0.346 -0.485
H -2.094 0.438 0.977
C 0.423 4.078 5.330
O 1.736 4.555 5.141
C 1.729 5.916 4.898
C 3.225 6.426 4.906
N 4.048 5.674 3.939
C 5.421 5.735 4.312
C 6.406 4.974 3.343
O 6.087 3.638 3.175
C 6.885 2.869 2.297
H 0.074 4.418 6.305
H 0.494 2.991 5.276
H -0.260 4.435 4.559
H 1.338 6.480 5.745
H 1.193 6.195 3.990
H 3.677 6.364 5.896
H 3.109 7.482 4.662
H 3.814 4.698 4.055
H 5.589 5.408 5.338
H 5.669 6.796 4.309
H 7.391 5.136 3.781
H 6.321 5.555 2.425
H 6.850 3.316 1.304
H 6.449 1.872 2.227
H 7.939 2.820 2.572
C 1.509 -2.770 7.369
O 2.123 -1.741 8.066
C 2.305 -0.569 7.343
C 3.128 0.481 8.146
N 2.398 1.360 9.121
C 1.861 0.549 10.212
C 1.017 1.484 11.117
O -0.361 1.709 10.731
C -1.214 2.244 11.758
H 0.517 -2.471 7.029
H 1.402 -3.615 8.048
H 2.171 -3.158 6.594
H 1.388 -0.039 7.087
H 2.864 -0.699 6.416
H 3.459 1.263 7.463
H 4.034 0.054 8.575
H 1.595 1.792 8.686
H 2.678 0.131 10.801
H 1.315 -0.277 9.755
H 1.560 2.404 11.332
H 1.009 1.021 12.104
H -0.773 3.138 12.200
H -1.390 1.499 12.533
H -2.140 2.532 11.261
C -7.615 -1.020 -4.045
O -8.444 -0.558 -3.013
C -8.750 0.861 -2.979
C -9.814 1.212 -1.938
N -9.361 0.575 -0.731
C -10.330 0.594 0.385
C -9.758 -0.208 1.529
O -9.583 -1.557 0.944
C -8.993 -2.401 1.903
H -7.339 -2.069 -3.940
H -6.739 -0.386 -4.187
H -8.184 -0.918 -4.969
H -9.101 1.135 -3.974
H -7.835 1.400 -2.734
H -10.809 0.914 -2.269
H -9.894 2.286 -1.773
H -8.622 1.196 -0.435
H -11.278 0.111 0.150
H -10.596 1.571 0.787
H -10.435 -0.164 2.382
H -8.826 0.241 1.871
H -9.694 -2.552 2.724
H -8.085 -2.024 2.372
H -8.823 -3.355 1.404
C 8.975 -4.434 -8.750
O 8.236 -3.736 -7.756
C 6.838 -3.758 -7.940
C 6.091 -3.113 -6.755
N 6.405 -3.887 -5.566
C 5.832 -3.251 -4.401
C 6.381 -3.994 -3.143
O 7.816 -4.154 -3.233
C 8.420 -4.969 -2.213
H 8.869 -5.519 -8.748
H 10.032 -4.191 -8.643
H 8.745 -4.071 -9.752
H 6.462 -4.766 -8.111
H 6.557 -3.147 -8.798
H 5.019 -2.976 -6.890
H 6.504 -2.106 -6.696
H 7.395 -3.929 -5.372
H 4.747 -3.164 -4.451
H 6.241 -2.241 -4.368
H 5.951 -4.989 -3.025
H 6.149 -3.465 -2.219
H 7.912 -5.929 -2.123
H 8.295 -4.437 -1.270
H 9.494 -5.121 -2.323
C 5.691 3.140 -10.723
O 4.611 3.771 -10.113
C 3.411 3.312 -10.705
C 2.256 3.793 -9.858
N 2.318 3.306 -8.474
C 1.369 3.984 -7.584
C 1.525 3.502 -6.124
O 2.801 3.765 -5.618
C 2.922 3.376 -4.273
H 6.604 3.436 -10.205
H 5.787 3.462 -11.760
H 5.563 2.061 -10.634
H 3.467 2.224 -10.742
H 3.216 3.741 -11.687
H 1.337 3.446 -10.331
H 2.287 4.879 -9.772
H 3.185 3.608 -8.051
H 0.351 3.963 -7.971
H 1.514 5.063 -7.617
H 1.168 2.472 -6.099
H 0.777 4.037 -5.539
H 3.990 3.470 -4.076
H 2.700 2.320 -4.116
H 2.446 4.057 -3.568
C -5.191 -9.165 5.222
C -4.856 -8.114 6.263
O -6.042 -7.974 7.034
H -4.437 -9.216 4.437
H -6.110 -8.906 4.697
H -5.325 -10.146 5.677
H -4.567 -7.174 5.794
H -4.021 -8.465 6.869
H -6.006 -7.156 7.537
C -6.259 7.313 -1.370
C -6.421 7.416 0.129
O -7.197 6.360 0.529
H -5.598 8.109 -1.712
H -7.210 7.304 -1.903
H -5.701 6.433 -1.690
H -6.955 8.292 0.496
H -5.440 7.468 0.600
H -7.615 6.671 1.335
C -1.034 -9.959 -3.445
C -1.285 -8.557 -2.919
O -2.633 -8.078 -3.036
H 0.052 -10.044 -3.469
H -1.468 -10.095 -4.436
H -1.401 -10.756 -2.799
H -0.577 -7.867 -3.378
H -1.007 -8.615 -1.866
H -2.695 -7.258 -2.542

***

> Which of these has the lowest LUMO energy?

C39H100CuN5O14

***

> highest occupied orbital energy of number 3 (C39H100CuN5O14)?

-9.51 eV